Density functional theory data (ωB97M-V/def2-TZVPD) for a cluster of 13 separate species, C65H153N6O32P7 in total.

Last columns: bonded neighbours and bond lengths (Å).
Cartesian coordinates (Å):
1 C -2.96630 -8.83651 -0.74971  O2 1.480, H9 1.080, H10 1.098, H11 1.113
2 O -2.64419 -8.01932 0.44083  C1 1.480, P3 1.624
3 P -2.62004 -8.75931 1.88650  O2 1.624, O4 1.474, O5 1.589, O7 1.621
4 O -3.71844 -9.68972 2.20456  P3 1.474
5 O -1.21143 -9.46819 2.08115  P3 1.589, C6 1.442
6 C 0.05452 -8.79613 1.92087  O5 1.442, H12 1.121, H13 1.130, H14 1.060
7 O -2.42266 -7.41484 2.76942  P3 1.621, C8 1.397
8 C -3.48966 -6.51766 2.86328  O7 1.397, H15 1.059, H16 1.108, H17 1.117
9 H -3.91114 -9.34415 -0.62532  C1 1.080
10 H -2.14828 -9.47697 -1.10532  C1 1.098
11 H -2.96633 -8.02744 -1.51460  C1 1.113
12 H 0.29788 -8.14162 2.79749  C6 1.121
13 H 0.06230 -8.20275 0.95906  C6 1.130
14 H 0.71881 -9.61724 1.82975  C6 1.060
15 H -3.14374 -5.69381 3.43135  C8 1.059
16 H -4.33929 -6.94404 3.43155  C8 1.108
17 H -3.81403 -6.15239 1.85834  C8 1.117
18 C -1.75436 2.69692 -5.27838  O19 1.504, H26 1.108, H27 1.054, H28 1.039
19 O -2.35285 3.98264 -4.77682  C18 1.504, P20 1.593
20 P -1.98649 4.40356 -3.28435  O19 1.593, O21 1.447, O22 1.577, O24 1.545
21 O -2.10669 3.31501 -2.33884  P20 1.447
22 O -0.59482 5.13507 -3.15751  P20 1.577, C23 1.498
23 C -0.35696 6.32338 -4.03814  O22 1.498, H29 1.077, H30 1.147, H31 1.083
24 O -3.05359 5.51922 -3.35089  P20 1.545, C25 1.396
25 C -3.37974 6.26218 -2.21530  O24 1.396, H32 1.095, H33 1.073, H34 1.092
26 H -1.84211 2.73223 -6.38243  C18 1.108
27 H -2.25420 1.84447 -4.91073  C18 1.054
28 H -0.73927 2.63815 -5.06657  C18 1.039
29 H -0.08422 7.04794 -3.28872  C23 1.077
30 H -1.18893 6.68768 -4.73812  C23 1.147
31 H 0.50139 6.10581 -4.66199  C23 1.083
32 H -4.21550 5.79584 -1.68306  C25 1.095
33 H -3.73292 7.21005 -2.57358  C25 1.073
34 H -2.53278 6.41818 -1.54314  C25 1.092
35 C -0.81693 4.30863 0.38885  O36 1.467, H43 1.072, H44 1.097, H45 1.063
36 O -0.07437 5.56709 0.52088  C35 1.467, P37 1.549
37 P -0.11351 6.55633 1.71166  O36 1.549, O38 1.454, O39 1.586, O41 1.539
38 O 0.48320 7.88026 1.64207  P37 1.454
39 O -1.67452 6.60834 1.98676  P37 1.586, C40 1.426
40 C -2.19918 7.92113 2.17527  O39 1.426, H46 1.084, H47 1.109, H48 1.107
41 O 0.44252 5.68222 2.84952  P37 1.539, C42 1.486
42 C 0.64988 6.30869 4.18061  O41 1.486, H49 1.040, H50 1.113, H51 1.053
43 H -1.87714 4.45951 0.43169  C35 1.072
44 H -0.38786 3.53235 1.03505  C35 1.097
45 H -0.52170 3.94127 -0.56343  C35 1.063
46 H -2.53701 8.35388 1.24065  C40 1.084
47 H -1.54419 8.63288 2.71717  C40 1.109
48 H -3.06515 7.73327 2.83820  C40 1.107
49 H 1.17551 5.61840 4.75482  C42 1.040
50 H -0.37752 6.49212 4.56708  C42 1.113
51 H 1.19524 7.20842 4.14137  C42 1.053
52 C 1.88023 -6.12106 -0.85845  O53 1.422, H60 1.104, H61 1.092, H62 1.113
53 O 2.74630 -5.82132 -1.94579  C52 1.422, P54 1.631
54 P 2.02220 -4.73808 -2.92675  O53 1.631, O55 1.469, O56 1.602, O58 1.613
55 O 0.79891 -4.04598 -2.50060  P54 1.469
56 O 3.22728 -3.70140 -3.12629  P54 1.602, C57 1.410
57 C 3.07027 -2.59587 -3.98670  O56 1.410, H63 1.139, H64 1.095, H65 1.086
58 O 2.00316 -5.54372 -4.32455  P54 1.613, C59 1.414
59 C 0.72300 -5.67165 -4.91137  O58 1.414, H66 1.115, H67 1.085, H68 1.101
60 H 2.20439 -5.50737 0.00064  C52 1.104
61 H 1.87582 -7.19339 -0.65197  C52 1.092
62 H 0.80705 -5.86363 -1.00452  C52 1.113
63 H 2.05772 -2.12420 -3.76398  C57 1.139
64 H 3.15764 -3.04591 -4.98122  C57 1.095
65 H 3.89053 -1.90790 -3.80498  C57 1.086
66 H 0.60564 -6.72009 -5.27247  C59 1.115
67 H 0.50641 -5.05203 -5.77536  C59 1.085
68 H -0.04237 -5.51129 -4.13622  C59 1.101
69 C 2.45549 3.45041 0.99486  O70 1.448, H77 1.119, H78 1.061, H79 1.081
70 O 3.02657 2.23353 1.53409  C69 1.448, P71 1.569
71 P 3.22068 2.07108 3.08204  O70 1.569, O72 1.464, O73 1.567, O75 1.591
72 O 2.38599 2.91990 3.93415  P71 1.464
73 O 2.88282 0.54506 3.18927  P71 1.567, C74 1.487
74 C 1.87678 -0.12912 4.05209  O73 1.487, H80 1.141, H81 1.111, H82 1.100
75 O 4.78495 2.21927 3.33117  P71 1.591, C76 1.459
76 C 5.63762 1.04268 3.46422  O75 1.459, H83 1.078, H84 1.105, H85 1.082
77 H 1.84815 3.11940 0.11556  C69 1.119
78 H 3.30693 4.00355 0.68560  C69 1.061
79 H 1.85802 3.91724 1.76478  C69 1.081
80 H 2.42085 -0.73349 4.85278  C74 1.141
81 H 1.25633 -0.81245 3.43350  C74 1.111
82 H 1.30476 0.68566 4.52002  C74 1.100
83 H 6.64745 1.40885 3.54972  C76 1.078
84 H 5.44913 0.35462 2.62084  C76 1.105
85 H 5.43502 0.56873 4.41580  C76 1.082
86 C 2.41997 4.10909 -4.37885  O87 1.410, H94 1.130, H95 1.093, H96 1.115
87 O 2.83563 2.91333 -4.99873  C86 1.410, P88 1.588
88 P 2.92612 2.79008 -6.57974  O87 1.588, O89 1.462, O90 1.568, O92 1.586
89 O 1.99942 3.63527 -7.33074  P88 1.462
90 O 4.42550 3.15536 -6.85585  P88 1.568, C91 1.452
91 C 4.79825 3.24243 -8.25673  O90 1.452, H97 1.122, H98 1.051, H99 1.064
92 O 2.93713 1.23709 -6.89930  P88 1.586, C93 1.457
93 C 1.73191 0.47867 -6.59212  O92 1.457, H100 1.047, H101 1.088, H102 1.126
94 H 1.86061 3.93012 -3.41384  C86 1.130
95 H 1.87127 4.67607 -5.13459  C86 1.093
96 H 3.35860 4.63055 -4.07654  C86 1.115
97 H 4.87879 2.23011 -8.73309  C91 1.122
98 H 5.71223 3.76120 -8.23365  C91 1.051
99 H 4.04567 3.83268 -8.72378  C91 1.064
100 H 1.71412 0.14582 -5.59976  C93 1.047
101 H 1.59735 -0.34789 -7.28643  C93 1.088
102 H 0.79868 1.05968 -6.83681  C93 1.126
103 C -5.16190 4.41587 1.43543  O104 1.449, H111 1.111, H112 1.073, H113 1.107
104 O -4.91384 3.56822 0.28645  C103 1.449, P105 1.547
105 P -5.90009 2.45078 -0.12938  O104 1.547, O106 1.453, O107 1.553, O109 1.552
106 O -6.18546 1.46881 0.90299  P105 1.453
107 O -7.07988 3.32518 -0.63537  P105 1.553, C108 1.430
108 C -8.37658 2.81178 -0.95145  O107 1.430, H114 1.110, H115 1.096, H116 1.109
109 O -5.27713 1.86230 -1.42362  P105 1.552, C110 1.430
110 C -5.00911 2.61941 -2.60733  O109 1.430, H117 1.079, H118 1.062, H119 1.099
111 H -5.37402 3.84154 2.36254  C103 1.111
112 H -6.00211 5.02909 1.17043  C103 1.073
113 H -4.26508 5.05241 1.56492  C103 1.107
114 H -8.67673 2.12393 -0.13318  C108 1.110
115 H -8.40423 2.35595 -1.94742  C108 1.096
116 H -9.12052 3.63327 -1.00242  C108 1.109
117 H -4.15502 2.14754 -3.06859  C110 1.079
118 H -4.97713 3.66562 -2.42926  C110 1.062
119 H -5.88320 2.40792 -3.23904  C110 1.099
120 C 5.60842 0.98986 -4.87229  C121 1.570, H131 1.067, H132 1.071, H133 1.092
121 C 6.77371 0.85215 -3.82894  C120 1.570, C122 1.630, N126 1.464, C130 1.519
122 C 7.37224 2.30175 -3.38519  C121 1.630, C123 1.603, H134 1.094, H135 1.105
123 C 6.37391 3.09203 -2.41166  C122 1.603, C124 1.564, H136 1.097, H137 1.100
124 C 6.02360 2.19036 -1.18332  C123 1.564, C125 1.564, H138 1.073, H139 1.068
125 C 5.45730 0.79359 -1.60264  C124 1.564, N126 1.519, C128 1.517, C129 1.546
126 N 6.40874 0.15102 -2.59689  C121 1.464, C125 1.519, O127 1.419
127 O 5.87739 -1.06832 -3.09201  N126 1.419, H149 0.996
128 C 5.34902 -0.08999 -0.37428  C125 1.517, H140 1.091, H141 1.088, H142 1.078
129 C 3.99837 0.88904 -2.10656  C125 1.546, H143 1.079, H144 1.080, H145 1.143
130 C 7.83995 0.00759 -4.50455  C121 1.519, H146 1.106, H147 1.099, H148 1.114
131 H 6.03815 1.51899 -5.69313  C120 1.067
132 H 4.76216 1.56970 -4.56309  C120 1.071
133 H 5.31392 -0.00508 -5.21244  C120 1.092
134 H 8.32312 2.04544 -2.90893  C122 1.094
135 H 7.64615 2.84923 -4.30545  C122 1.105
136 H 5.49737 3.38212 -3.00480  C123 1.097
137 H 6.83348 4.01985 -2.03896  C123 1.100
138 H 5.28122 2.63576 -0.54934  C124 1.073
139 H 6.90649 2.06876 -0.59518  C124 1.068
140 H 4.97793 0.49020 0.47224  C128 1.091
141 H 4.73043 -0.96922 -0.54329  C128 1.088
142 H 6.34206 -0.37529 -0.06661  C128 1.078
143 H 3.37391 0.98892 -1.23226  C129 1.079
144 H 3.82537 1.64548 -2.85785  C129 1.080
145 H 3.69381 -0.12273 -2.54159  C129 1.143
146 H 8.26512 0.69016 -5.26375  C130 1.106
147 H 7.41104 -0.83113 -5.07088  C130 1.099
148 H 8.69115 -0.28284 -3.84660  C130 1.114
149 H 6.17925 -1.66213 -2.35166  O127 0.996
150 C 0.65395 -5.28243 2.87891  C151 1.494, H161 1.052, H162 1.061, H163 1.103
151 C 2.04451 -4.92310 3.28876  C150 1.494, C152 1.527, N156 1.474, C160 1.519
152 C 2.88627 -6.17695 3.51216  C151 1.527, C153 1.575, H164 1.089, H165 1.072
153 C 4.41730 -5.86157 3.70771  C152 1.575, C154 1.516, H166 1.096, H167 1.123
154 C 4.91114 -5.01869 2.54876  C153 1.516, C155 1.494, H168 1.098, H169 1.100
155 C 4.12859 -3.79775 2.19049  C154 1.494, N156 1.504, C158 1.573, C159 1.502
156 N 2.68273 -4.21035 2.16798  C151 1.474, C155 1.504, O157 1.460
157 O 1.94583 -2.95554 2.04614  N156 1.460, H179 1.007
158 C 4.58840 -2.58509 3.08068  C155 1.573, H170 1.091, H171 1.078, H172 1.092
159 C 4.36989 -3.36981 0.77122  C155 1.502, H173 1.096, H174 1.085, H175 1.096
160 C 1.93920 -4.19146 4.61634  C151 1.519, H176 1.056, H177 1.105, H178 1.099
161 H 0.56282 -5.79228 1.96356  C150 1.052
162 H 0.02063 -4.43070 2.88669  C150 1.061
163 H 0.26840 -5.90941 3.70044  C150 1.103
164 H 2.51180 -6.65510 4.41654  C152 1.089
165 H 2.73114 -6.90319 2.73872  C152 1.072
166 H 5.00645 -6.76961 3.87969  C153 1.096
167 H 4.51823 -5.31310 4.68210  C153 1.123
168 H 4.93789 -5.63567 1.64041  C154 1.098
169 H 5.96383 -4.73013 2.68259  C154 1.100
170 H 3.79846 -1.83518 3.13607  C158 1.091
171 H 4.87957 -2.84337 4.08553  C158 1.078
172 H 5.44678 -2.04286 2.67853  C158 1.092
173 H 4.07908 -4.10289 0.01033  C159 1.096
174 H 3.70217 -2.53757 0.57510  C159 1.085
175 H 5.38331 -3.00887 0.55933  C159 1.096
176 H 2.89224 -3.97816 5.01769  C160 1.056
177 H 1.49587 -4.87053 5.36656  C160 1.105
178 H 1.35349 -3.26310 4.56534  C160 1.099
179 H 1.28700 -3.07924 1.29488  O157 1.007
180 C -1.38040 -1.77069 1.86307  C181 1.533, H191 1.109, H192 1.093, H193 1.074
181 C -1.79070 -1.82898 0.38721  C180 1.533, C182 1.565, N186 1.467, C190 1.485
182 C -2.78730 -0.64588 0.15216  C181 1.565, C183 1.490, H194 1.098, H195 1.103
183 C -2.10367 0.67794 0.19002  C182 1.490, C184 1.519, H196 1.106, H197 1.135
184 C -0.97803 0.75519 -0.82734  C183 1.519, C185 1.512, H198 1.140, H199 1.155
185 C 0.03822 -0.35093 -0.65711  C184 1.512, N186 1.495, C188 1.534, C189 1.540
186 N -0.68797 -1.65465 -0.56507  C181 1.467, C185 1.495, O187 1.438
187 O 0.28131 -2.68711 -0.31535  N186 1.438, H209 0.965
188 C 0.88692 -0.37878 -1.93455  C185 1.534, H200 1.124, H201 1.075, H202 1.097
189 C 0.97237 -0.03386 0.52505  C185 1.540, H203 1.110, H204 1.084, H205 1.104
190 C -2.42060 -3.14812 0.12862  C181 1.485, H206 1.111, H207 1.066, H208 1.112
191 H -0.43103 -2.28713 2.11274  C180 1.109
192 H -2.15252 -2.16024 2.53174  C180 1.093
193 H -1.24080 -0.72201 2.04625  C180 1.074
194 H -3.30747 -0.79723 -0.80331  C182 1.098
195 H -3.60660 -0.73979 0.88430  C182 1.103
196 H -1.78612 0.94925 1.21401  C183 1.106
197 H -2.78517 1.52520 -0.13554  C183 1.135
198 H -0.47479 1.77819 -0.84686  C184 1.140
199 H -1.39250 0.64458 -1.90006  C184 1.155
200 H 0.27533 -0.67402 -2.83002  C188 1.124
201 H 1.29457 0.60112 -2.10744  C188 1.075
202 H 1.67574 -1.13021 -1.80348  C188 1.097
203 H 1.83735 -0.66375 0.82106  C189 1.110
204 H 1.45790 0.88789 0.22633  C189 1.084
205 H 0.32463 0.11762 1.40581  C189 1.104
206 H -3.24513 -3.27778 0.86237  C190 1.111
207 H -1.72053 -3.95011 0.17808  C190 1.066
208 H -2.99143 -3.08703 -0.82427  C190 1.112
209 H 0.50621 -2.99008 -1.20402  O187 0.965
210 C -3.86589 4.64149 7.31579  C211 1.529, H221 1.080, H222 1.097, H223 1.064
211 C -3.11524 3.90404 6.20627  C210 1.529, C212 1.601, N216 1.480, C220 1.535
212 C -1.52453 4.02411 6.33995  C211 1.601, C213 1.564, H224 1.075, H225 1.095
213 C -0.69803 3.00585 5.48825  C212 1.564, C214 1.478, H226 1.095, H227 1.065
214 C -1.21856 1.64117 5.71339  C213 1.478, C215 1.541, H228 1.048, H229 1.125
215 C -2.73611 1.45798 5.51711  C214 1.541, N216 1.495, C218 1.520, C219 1.574
216 N -3.40361 2.46545 6.39683  C211 1.480, C215 1.495, O217 1.418
217 O -4.81108 2.31305 6.31282  N216 1.418, H239 0.962
218 C -3.20212 1.50348 4.07150  C215 1.520, H230 1.084, H231 1.136, H232 1.114
219 C -3.21441 0.06332 6.06881  C215 1.574, H233 1.098, H234 1.067, H235 1.123
220 C -3.51075 4.41236 4.81291  C211 1.535, H236 1.096, H237 1.095, H238 1.144
221 H -4.91968 4.54110 7.09978  C210 1.080
222 H -3.68475 5.72145 7.38189  C210 1.097
223 H -3.64818 4.07343 8.18895  C210 1.064
224 H -1.19524 5.01160 6.07284  C212 1.075
225 H -1.21178 3.93727 7.38532  C212 1.095
226 H 0.34157 3.12934 5.80923  C213 1.095
227 H -0.78057 3.32609 4.47586  C213 1.065
228 H -0.98086 1.33280 6.68589  C214 1.048
229 H -0.80632 0.88010 4.99449  C214 1.125
230 H -2.75644 2.29484 3.48019  C218 1.084
231 H -2.88827 0.54657 3.54534  C218 1.136
232 H -4.30661 1.61184 3.97935  C218 1.114
233 H -2.51502 -0.71232 5.73066  C219 1.098
234 H -3.19983 -0.00042 7.13413  C219 1.067
235 H -4.26834 -0.20511 5.78887  C219 1.123
236 H -2.70427 4.46106 4.07263  C220 1.096
237 H -3.75884 5.46629 4.97883  C220 1.095
238 H -4.45889 3.87115 4.47236  C220 1.144
239 H -5.06063 2.15901 7.22852  O217 0.962
240 C -3.38160 -0.62379 -4.23367  C241 1.540, H245 1.112, H246 1.117, H247 1.114
241 C -3.18221 -2.13001 -3.98057  C240 1.540, C242 1.512, H248 1.109, H249 1.118
242 C -1.74563 -2.45729 -3.64005  C241 1.512, C243 1.462, H250 1.140, H251 1.140
243 C -0.73835 -2.11004 -4.64089  C242 1.462, N244 1.161
244 N 0.00699 -1.83426 -5.48750  C243 1.161
245 H -3.09820 0.03168 -3.38107  C240 1.112
246 H -4.46619 -0.43386 -4.41986  C240 1.117
247 H -2.84610 -0.31569 -5.16102  C240 1.114
248 H -3.60841 -2.71638 -4.82000  C241 1.109
249 H -3.80363 -2.41634 -3.09621  C241 1.118
250 H -1.49527 -3.52565 -3.33183  C242 1.140
251 H -1.42422 -1.89619 -2.70112  C242 1.140
252 C -8.24938 -2.87389 0.57556  C253 1.503, H257 1.112, H258 1.082, H259 1.070
253 C -7.37125 -1.65494 0.55024  C252 1.503, C254 1.549, H260 1.071, H261 1.104
254 C -6.20544 -1.78845 -0.46022  C253 1.549, C255 1.505, H262 1.112, H263 1.090
255 C -6.42087 -2.38881 -1.82307  C254 1.505, N256 1.134
256 N -6.44940 -2.98607 -2.78650  C255 1.134
257 H -7.74266 -3.84415 0.77419  C252 1.112
258 H -8.84651 -2.98875 -0.31986  C252 1.082
259 H -8.92469 -2.79429 1.40112  C252 1.070
260 H -6.82059 -1.57656 1.46593  C253 1.071
261 H -8.00497 -0.76876 0.36925  C253 1.104
262 H -5.45271 -2.42141 0.05778  C254 1.112
263 H -5.77702 -0.79501 -0.59506  C254 1.090

Calculated values
orbital gap: 8.64 eV
total charge: 0
E: -209379.08027 eV
LUMO energy: 0.4 eV

Löwdin population analysis, charges in e, atoms 1 to 2: number 1, C, carries -0.06; number 2, O, carries -0.25